1.
A cluster of 2 separate species, C5H7NO in total at a distorted geometry. Source: OMol25; level of theory: ωB97M-V/def2-TZVPD.

Values from the calculation:
Orbital gap in eV: 10.5
F_max in Eh/bohr: 0.0475
Energy relative to the best compared isomer or geometry (same formula, charge and spin) in eV: 0.415
SMILES string: c1ccncc1.O
HOMO level in Ha: -0.3661

Geometry as ORCA input:
```
! wB97M-V def2-TZVPD RIJCOSX def2/J DEFGRID3
* xyz 0 1
C -1.034 -1.737 -0.171
C 0.105 -1.659 0.627
C 0.794 -0.449 0.695
N 0.423 0.657 0.033
C -0.676 0.566 -0.732
C -1.432 -0.598 -0.865
H -1.603 -2.673 -0.250
H 0.462 -2.528 1.195
H 1.695 -0.357 1.316
H -0.966 1.481 -1.267
H -2.322 -0.605 -1.508
O 1.818 2.711 0.054
H 1.242 1.914 0.080
H 1.493 3.276 0.791
*
```

***

2.
A cluster of 2 separate species, C2H3NO2 in total at a distorted geometry. Source: OMol25; level of theory: ωB97M-V/def2-TZVPD.

Values from the calculation:
⟨S²⟩: 2.006
Orbital gap (alpha / beta) in eV: 7.3 / 7.8
F_max in Eh/bohr: 0.1343
Energy relative to the best compared isomer or geometry (same formula, charge and spin) in eV: 5.326
HOMO level (alpha / beta) in Ha: -0.2317 / -0.3691

Geometry as ORCA input:
```
! wB97M-V def2-TZVPD RIJCOSX def2/J DEFGRID3
* xyz 0 3
C -1.668 0.904 0.032
C 1.616 -0.288 -0.005
N -1.348 -0.180 0.177
O 0.983 0.730 0.085
O -0.999 -1.311 0.086
H -2.362 1.684 -0.066
H 2.163 -0.716 0.762
H 1.616 -0.824 -1.070
*
```

***

3.
A cluster of 11 separate species, C30H87NO10P2SSi in total. Source: OMol25; level of theory: ωB97M-V/def2-TZVPD.

Values from the calculation:
Orbital gap in eV: 8.9
F_max in Eh/bohr: 0.0136
SMILES string: N=[PH2][SiH2][PH2]=S.CC(C)O.CC(C)O.CC(C)O.CC(C)O.CC(C)O.CC(C)O.CC(C)O.CC(C)O.CC(C)O.CC(C)O
HOMO level in Ha: -0.3100

Geometry as ORCA input:
```
! wB97M-V def2-TZVPD RIJCOSX def2/J DEFGRID3
* xyz 0 1
N -0.667 0.772 -0.081
P -1.738 1.750 -0.624
Si -3.468 0.775 -1.757
P -5.476 1.578 -1.055
S -7.049 0.537 -1.604
H -0.838 -0.207 -0.295
H -1.279 2.742 -1.509
H -2.337 2.580 0.346
H -3.395 1.064 -3.201
H -3.372 -0.664 -1.457
H -5.282 1.797 0.316
H -5.451 2.897 -1.524
C 2.140 -1.251 -0.354
C 1.202 -2.430 -0.540
C 1.833 -3.551 -1.347
O -0.032 -2.009 -1.126
H 2.400 -0.832 -1.333
H 1.650 -0.468 0.227
H 3.062 -1.556 0.143
H 0.910 -2.818 0.439
H 2.094 -3.185 -2.346
H 1.143 -4.388 -1.451
H 2.749 -3.902 -0.869
H 0.156 -1.607 -1.981
C 7.597 -1.992 0.564
C 6.378 -1.258 1.096
C 6.661 -0.553 2.412
O 5.261 -2.136 1.215
H 7.911 -2.759 1.279
H 7.368 -2.475 -0.386
H 8.435 -1.309 0.416
H 6.048 -0.523 0.356
H 6.952 -1.285 3.171
H 5.773 -0.024 2.759
H 7.478 0.163 2.306
H 5.478 -2.819 1.857
C -2.013 -1.240 2.548
C -2.330 -2.674 2.151
C -1.178 -3.616 2.454
O -2.710 -2.744 0.777
H -1.153 -0.870 1.981
H -2.864 -0.590 2.337
H -1.775 -1.168 3.612
H -3.223 -3.009 2.687
H -0.291 -3.312 1.891
H -1.416 -4.641 2.170
H -0.924 -3.599 3.516
H -1.949 -2.464 0.251
C -0.436 1.616 -6.132
C -0.492 1.784 -4.626
C 0.449 2.870 -4.141
O -0.251 0.542 -3.952
H 0.569 1.308 -6.438
H -1.143 0.855 -6.464
H -0.663 2.551 -6.648
H -1.515 2.041 -4.330
H 1.481 2.621 -4.411
H 0.404 2.980 -3.057
H 0.205 3.826 -4.609
H 0.648 0.274 -4.167
C -0.054 -7.060 5.217
C -0.963 -7.069 4.001
C -1.754 -8.363 3.901
O -0.223 -6.833 2.800
H 0.672 -7.876 5.148
H 0.495 -6.119 5.279
H -0.634 -7.197 6.131
H -1.652 -6.223 4.061
H -1.068 -9.209 3.797
H -2.414 -8.342 3.034
H -2.350 -8.524 4.801
H 0.406 -7.555 2.711
C -2.964 5.229 -7.712
C -1.536 5.645 -8.011
C -1.462 6.768 -9.030
O -0.755 4.524 -8.420
H -3.445 4.862 -8.625
H -2.978 4.436 -6.968
H -3.552 6.070 -7.337
H -1.055 5.967 -7.083
H -1.905 6.441 -9.977
H -0.425 7.053 -9.211
H -2.012 7.646 -8.689
H -1.118 4.186 -9.244
C -3.045 -8.546 9.928
C -2.104 -7.676 9.113
C -2.051 -6.247 9.626
O -2.448 -7.709 7.727
H -4.063 -8.146 9.875
H -3.052 -9.566 9.545
H -2.749 -8.568 10.978
H -1.100 -8.107 9.138
H -3.044 -5.792 9.565
H -1.359 -5.652 9.030
H -1.732 -6.216 10.669
H -3.331 -7.340 7.629
C -7.899 2.764 -5.619
C -6.623 3.260 -4.960
C -5.426 2.397 -5.329
O -6.775 3.325 -3.545
H -8.112 1.743 -5.288
H -8.740 3.401 -5.345
H -7.803 2.756 -6.706
H -6.436 4.295 -5.261
H -5.594 1.371 -4.986
H -4.519 2.780 -4.857
H -5.274 2.371 -6.408
H -6.963 2.419 -3.251
C 3.660 3.396 -1.371
C 2.562 4.304 -0.838
C 2.853 4.770 0.577
O 1.293 3.660 -0.924
H 3.736 2.503 -0.743
H 3.439 3.084 -2.392
H 4.627 3.902 -1.359
H 2.461 5.173 -1.494
H 2.907 3.902 1.243
H 2.060 5.427 0.936
H 3.797 5.311 0.638
H 1.322 2.868 -0.371
C 5.016 5.539 4.562
C 5.562 5.342 3.158
C 7.056 5.066 3.155
O 5.244 6.457 2.325
H 5.501 6.398 5.035
H 3.941 5.719 4.531
H 5.206 4.662 5.185
H 5.040 4.508 2.683
H 7.594 5.913 3.592
H 7.414 4.915 2.136
H 7.293 4.179 3.745
H 5.677 7.234 2.691
*
```

***

4.
The ion C9H14NO with charge +1 at a distorted geometry. Source: OMol25; level of theory: ωB97M-V/def2-TZVPD.

Values from the calculation:
Orbital gap in eV: 9.9
F_max in Eh/bohr: 0.0540
Energy relative to the best compared isomer or geometry (same formula, charge and spin) in eV: 2.531
SMILES string: CCCCO[n+]1ccccc1
HOMO level in Ha: -0.5365

Geometry as ORCA input:
```
! wB97M-V def2-TZVPD RIJCOSX def2/J DEFGRID3
* xyz 1 1
C -1.848 1.300 0.244
C -2.378 0.135 -0.707
C -1.192 -0.650 -1.419
C -0.740 -1.951 -0.651
O 0.695 -2.062 -0.408
N 1.223 -0.939 0.137
C 0.849 -0.564 1.394
C 1.436 0.618 2.016
C 2.395 1.389 1.224
C 2.762 0.941 -0.128
C 2.148 -0.263 -0.636
H -0.783 1.572 -0.015
H -2.464 2.228 0.118
H -1.888 1.004 1.323
H -3.042 -0.565 -0.129
H -2.951 0.654 -1.525
H -1.563 -0.962 -2.437
H -0.378 0.095 -1.607
H -1.003 -2.824 -1.309
H -1.306 -2.068 0.309
H 0.111 -1.133 2.009
H 1.176 0.937 3.054
H 2.892 2.317 1.586
H 3.480 1.469 -0.790
H 2.369 -0.677 -1.650
*
```

***

5.
A cluster of 2 separate species, C2H6BrNO in total at a distorted geometry. Source: OMol25; level of theory: ωB97M-V/def2-TZVPD.

Values from the calculation:
Orbital gap in eV: 9.2
F_max in Eh/bohr: 0.0982
Energy relative to the best compared isomer or geometry (same formula, charge and spin) in eV: 2.390
SMILES string: C=NC.OBr
HOMO level in Ha: -0.3290

Geometry as ORCA input:
```
! wB97M-V def2-TZVPD RIJCOSX def2/J DEFGRID3
* xyz 0 1
C -0.733 -1.189 -0.515
N 0.078 -0.240 -0.188
C -0.710 0.969 -0.335
H -1.795 -1.004 -0.800
H -0.359 -2.176 -0.513
H -0.067 1.675 -0.893
H -1.516 0.778 -0.961
H -1.118 1.356 0.572
O 2.252 0.498 0.516
Br 3.840 -0.346 0.038
H 1.379 0.310 -0.121
*
```

***

6.
A cluster of 2 separate species, C7H10O in total at a distorted geometry. Source: OMol25; level of theory: ωB97M-V/def2-TZVPD.

Values from the calculation:
Orbital gap in eV: 9.7
F_max in Eh/bohr: 0.1049
Energy relative to the best compared isomer or geometry (same formula, charge and spin) in eV: 2.281
SMILES string: c1ccccc1.CO
HOMO level in Ha: -0.3290

Geometry as ORCA input:
```
! wB97M-V def2-TZVPD RIJCOSX def2/J DEFGRID3
* xyz 0 1
C 0.250 -2.429 0.003
C 0.272 -1.199 0.678
C 0.292 -0.011 -0.039
C 0.104 -0.018 -1.375
C -0.169 -1.171 -2.117
C -0.179 -2.308 -1.389
H 0.141 -3.289 0.577
H 0.556 -1.149 1.681
H 0.516 0.962 0.472
H 0.241 0.945 -1.787
H -0.227 -1.258 -3.165
H -0.133 -3.308 -1.765
C -0.435 2.265 1.674
O 0.564 2.504 0.723
H 0.159 1.912 2.564
H -1.041 3.147 1.873
H -1.031 1.349 1.326
H 0.119 3.057 0.066
*
```